[1]
One molecule with the formula C3H5NO2. Source: the OMol25 dataset; level of theory: ωB97M-V with the def2-TZVPD basis set.

```
11
Properties=species:S:1:pos:R:3:forces:R:3:lowdin_charge:R:1
O 1.131 0.133 0.104 0.015 0.020 -0.147 0.015
O 0.533 0.079 -2.079 0.326 -0.286 0.356 0.095
N -0.643 1.689 0.250 0.314 -0.378 0.085 0.198
C -0.937 -0.652 0.927 -0.115 -0.017 0.034 -0.009
C -0.188 0.537 0.434 -0.375 0.234 -0.005 -0.466
C 1.264 -0.249 -1.187 -0.167 0.067 -0.447 -0.331
H -1.964 -0.398 1.184 0.119 0.017 -0.022 0.088
H -0.430 -1.122 1.776 -0.068 0.126 -0.139 0.091
H -0.930 -1.366 0.095 -0.155 -0.043 0.204 0.093
H 0.046 2.278 -0.218 -0.021 0.060 0.133 0.078
H 2.118 -0.929 -1.286 0.126 0.200 -0.053 0.147
```
Positions in Å, forces in eV/Å.

Properties
**SMILES**: [H]/N=C(/C)OC=O
**F_max**: 0.56 eV/A
**E_HOMO**: -0.3973 Ha
**Spin multiplicity**: 1
**LUMO level**: 0.87 eV

[2]
One molecule with the formula C6H9Cl. Source: the OMol25 dataset; level of theory: ωB97M-V with the def2-TZVPD basis set.

```
16
Properties=species:S:1:pos:R:3:forces:R:3:lowdin_charge:R:1
Cl -1.656 -1.831 -0.228 0.047 0.050 -0.030 0.659
C -2.160 0.780 0.148 0.441 0.083 -0.121 -0.118
C 0.843 1.471 -0.094 0.021 -0.235 -0.141 -0.048
C 0.281 0.061 -0.161 -0.442 0.218 0.202 -0.331
C 1.510 -2.071 0.349 -0.169 0.418 -0.288 -0.002
C 1.338 -0.950 -0.361 0.100 -0.685 0.047 -0.181
C -1.035 -0.196 -0.075 0.279 0.208 0.102 -0.643
H -2.861 0.733 -0.685 0.012 0.057 -0.093 0.075
H 2.046 -0.716 -1.165 -0.101 -0.021 0.324 0.107
H 0.091 2.245 -0.026 -0.123 0.070 -0.054 0.056
H 1.518 1.594 0.755 -0.014 -0.153 0.002 0.087
H -2.725 0.509 1.038 0.054 0.009 0.126 0.074
H 0.800 -2.356 1.137 0.510 0.100 -0.333 0.058
H -1.781 1.803 0.251 -0.238 -0.285 -0.005 0.064
H 1.435 1.647 -0.997 -0.022 0.063 0.053 0.083
H 2.356 -2.722 0.116 -0.354 0.102 0.209 0.058
```
Positions in Å, forces in eV/Å.

Properties
**SMILES**: C=C/C(C)=C(/C)Cl
**F_max**: 0.69 eV/A
**E_HOMO**: -0.3199 Ha
**Spin multiplicity**: 1
**LUMO level**: 1.00 eV

[3]
One molecule with the formula C2H3F3S. Source: the OMol25 dataset; level of theory: ωB97M-V with the def2-TZVPD basis set.

```
9
Properties=species:S:1:pos:R:3:forces:R:3:lowdin_charge:R:1
S -1.900 -0.111 -0.380 0.135 0.016 -0.079 0.711
F 2.047 -0.350 0.331 1.061 0.164 1.609 0.140
F 0.978 1.273 -0.544 0.477 2.341 -1.010 0.172
F 0.997 -0.709 -1.372 -0.712 -0.850 -2.736 0.168
C -0.305 -0.294 0.535 -0.513 -0.186 -0.571 -0.411
C 0.932 0.004 -0.298 -1.019 -0.661 1.984 -0.838
H -0.367 0.358 1.431 0.443 -1.001 -0.345 0.099
H -2.172 1.223 -0.339 0.596 -0.455 0.233 -0.134
H -0.210 -1.394 0.635 -0.468 0.631 0.915 0.093
```
Positions in Å, forces in eV/Å.

Properties
**SMILES**: FC(F)(F)CS
**F_max**: 2.95 eV/A
**E_HOMO**: -0.3576 Ha
**Spin multiplicity**: 1
**LUMO level**: 0.73 eV

[4]
C15H35N7OReS4 as an isolated structure. Source: the OMol25 dataset; level of theory: ωB97M-V with the def2-TZVPD basis set.

```
63
Properties=species:S:1:pos:R:3:forces:R:3:lowdin_spin:R:1
Re 0.825 0.496 -0.642 0.990 -0.304 0.490 0.411
S -0.659 1.676 0.682 -2.928 1.612 2.496 0.029
S 0.631 2.560 -1.656 0.633 3.141 -2.243 0.033
S 0.123 -0.874 1.185 -0.922 -3.501 2.932 0.000
S 2.571 1.287 0.620 0.719 0.760 1.637 0.032
O 1.608 -1.016 -0.784 1.492 -3.438 0.012 0.401
N 2.630 -0.158 -4.310 0.295 0.350 -0.431 0.000
N 2.022 0.574 -2.212 4.091 2.459 -0.463 -0.002
N -1.703 -1.305 -3.512 0.420 -0.035 0.251 0.011
N 0.486 -0.513 -3.615 -0.002 -0.068 -0.083 0.009
N -1.487 -1.533 3.275 1.556 -0.646 -1.272 -0.001
N 0.292 -3.026 2.840 -0.986 2.404 -0.733 -0.001
N -0.727 -0.185 -1.669 -4.349 -0.902 2.022 0.013
C 0.358 2.362 2.024 0.408 0.123 0.456 0.020
C 2.341 3.141 -1.418 0.530 0.803 0.035 0.019
C -0.294 3.887 -0.837 -0.272 0.329 0.318 -0.001
C 1.726 0.001 -3.311 0.532 0.368 -0.555 0.000
C -0.471 -4.213 3.215 -0.045 -0.124 0.202 0.000
C 1.669 -3.295 2.435 -0.133 0.155 -0.238 0.000
C -1.360 3.208 0.002 0.248 0.183 -0.488 0.001
C 1.674 1.604 2.177 0.266 0.317 0.902 0.002
C -1.410 -1.681 4.725 -0.229 -0.183 0.117 0.000
C -2.879 -1.695 -2.736 0.060 0.089 0.488 0.001
C 2.846 2.982 0.015 0.241 0.502 -0.193 0.003
C -0.374 -1.843 2.476 -1.275 -0.923 2.230 -0.004
C -0.673 -0.638 -2.867 -1.896 -0.797 -0.263 0.023
C -2.023 -0.952 -4.898 0.335 0.172 -0.512 0.002
C -2.544 -0.637 2.813 0.464 -0.130 0.008 0.000
H -3.473 -0.880 3.339 0.210 0.045 -0.005 0.000
H -1.171 -1.126 -5.564 -0.173 0.066 0.079 0.000
H 1.668 -3.753 1.441 0.227 0.042 0.037 0.000
H -1.407 -0.684 5.179 -0.105 -0.059 0.029 0.000
H -2.289 -2.233 5.070 0.163 0.073 0.190 0.000
H 0.361 4.500 -0.211 0.100 -0.188 -0.144 0.000
H -2.585 -2.198 -1.809 0.055 0.115 -0.168 0.000
H -0.075 -4.602 4.158 -0.167 -0.095 -0.103 0.000
H -2.260 0.397 3.028 -0.218 0.102 -0.088 0.000
H -1.735 3.863 0.795 0.084 -0.267 0.027 0.000
H 3.480 0.360 -4.126 0.114 -0.314 -0.146 0.000
H 3.089 0.967 -1.908 -3.662 -2.309 -2.279 0.000
H 3.924 3.173 0.036 -0.176 -0.024 0.003 0.000
H -3.500 -2.403 -3.295 0.345 0.250 -0.049 0.000
H -2.848 -1.561 -5.284 0.273 0.042 0.361 0.000
H -2.717 -0.758 1.740 0.141 0.023 0.180 0.000
H 2.125 -3.981 3.155 -0.189 0.074 -0.098 0.000
H 2.259 -2.375 2.418 -0.205 -0.152 -0.080 0.000
H -2.215 2.933 -0.625 0.152 -0.184 0.198 0.000
H 0.553 3.425 1.858 -0.152 -0.105 -0.205 0.001
H 2.419 4.185 -1.737 -0.083 -0.139 0.073 0.000
H 0.544 -1.227 -4.318 0.019 -0.083 -0.395 0.000
H -1.633 -0.330 -0.933 2.725 0.049 -3.574 0.000
H 1.479 0.627 2.634 0.301 0.208 -0.336 0.000
H -0.749 4.546 -1.583 0.243 -0.169 -0.041 0.000
H -0.212 2.294 2.957 0.100 -0.058 -0.139 0.000
H 2.390 3.723 0.675 -0.048 -0.214 0.030 0.000
H -3.488 -0.819 -2.489 -0.115 -0.049 0.024 0.000
H -2.314 0.101 -4.967 -0.023 -0.065 -0.086 0.000
H -1.540 -4.014 3.318 0.298 0.151 0.018 0.000
H -0.502 -2.194 5.049 -0.205 0.023 -0.266 0.000
H 2.337 2.140 2.864 -0.077 0.053 -0.156 0.000
H 2.259 0.099 -5.217 0.096 -0.322 -0.182 0.000
H -0.350 -4.969 2.433 0.074 0.014 0.108 0.000
H 2.976 2.559 -2.096 -0.364 0.750 0.059 0.000
```
Positions in Å, forces in eV/Å.

Properties
**F_max**: 4.89 eV/A
**E_HOMO (alpha / beta)**: -0.4459 / -0.4724 Ha
**Spin multiplicity**: 2
**LUMO level (alpha / beta)**: -5.15 / -5.50 eV
**Total charge**: +2

[5]
C26H23N3NiPS2 as an isolated structure. Source: the OMol25 dataset; level of theory: ωB97M-V with the def2-TZVPD basis set.

```
56
Properties=species:S:1:pos:R:3:forces:R:3:lowdin_spin:R:1
Ni -1.020 1.128 -1.092 1.087 -1.774 -1.893 1.528
S -3.079 0.891 -0.640 -2.230 -0.253 0.220 0.130
S -4.668 2.535 1.358 1.092 -0.520 -0.841 -0.010
P -0.172 -0.955 -0.440 -0.577 0.855 0.992 0.063
N 0.814 1.855 -1.596 1.809 1.925 -1.059 0.070
N -1.142 2.709 -0.193 3.290 4.448 2.023 0.027
N -2.166 3.052 0.599 -0.144 0.314 0.279 -0.005
C 3.374 0.154 1.389 0.278 -1.246 -0.884 0.000
C -2.481 -2.416 -0.268 2.094 1.562 0.236 0.002
C 1.707 -4.280 -2.866 -0.157 0.612 1.572 0.000
C 3.256 3.213 -1.874 -0.090 0.882 -0.110 -0.005
C 1.070 -0.341 0.747 0.519 0.387 0.238 0.003
C 1.546 1.098 2.638 0.823 0.348 0.869 0.000
C 2.956 2.113 -2.657 2.261 -0.053 0.229 0.023
C -4.048 3.674 2.593 -0.268 1.384 0.067 0.001
C 1.008 3.124 -0.990 1.624 -3.279 -1.879 0.002
C -3.547 -2.951 0.358 -1.633 -1.550 0.193 0.000
C 0.359 -2.303 -2.819 0.182 0.122 0.964 0.002
C -3.616 -3.060 1.758 -0.466 0.740 -0.217 0.002
C 2.250 3.747 -1.087 -0.831 0.775 0.978 0.023
C 1.809 1.419 -2.434 -2.292 -0.083 1.233 0.005
C 2.917 0.872 2.468 0.787 0.591 0.141 0.004
C 1.891 -4.189 -1.440 -0.611 0.401 -1.204 0.001
C -0.068 3.548 -0.190 -3.579 -1.642 0.630 0.088
C 0.648 0.495 1.825 -0.882 -0.614 -1.673 0.002
C 2.442 -0.452 0.505 0.095 0.588 0.859 0.005
C -1.477 -1.870 1.903 -0.538 0.144 -1.212 0.002
C 0.900 -3.352 -3.541 0.470 -0.788 0.698 0.000
C -1.472 -1.787 0.501 0.303 -0.757 0.807 0.004
C -2.607 -2.464 2.492 0.999 -0.315 1.105 0.000
C 0.522 -2.254 -1.415 0.470 0.114 -0.711 0.016
C 1.249 -3.200 -0.686 0.003 -0.602 -1.456 0.004
C -3.168 2.224 0.469 -0.567 0.093 -0.226 0.004
H -2.566 -2.511 3.584 -0.422 -0.133 -0.301 0.000
H 0.674 -3.494 -4.587 0.176 0.192 -0.125 0.000
H -4.727 4.566 2.646 0.726 -0.728 -0.239 0.000
H -2.291 -2.398 -1.335 -0.713 -0.151 -0.139 0.000
H 3.681 1.322 3.114 -0.614 -0.125 -0.022 0.000
H 2.199 -5.075 -3.411 -0.067 -0.012 0.064 0.000
H 1.175 1.739 3.431 0.184 -0.035 0.005 0.000
H 2.514 -4.894 -0.937 0.281 -0.488 0.115 0.000
H -0.627 -1.475 2.482 -0.797 -0.293 -0.160 0.000
H 2.833 -0.958 -0.359 -0.076 -0.373 -0.165 0.000
H 3.775 1.692 -3.256 -0.698 0.099 0.019 0.001
H 2.339 4.655 -0.467 0.417 -0.465 -0.549 0.001
H -0.029 4.455 0.414 -0.292 -0.206 -0.184 0.005
H -2.999 3.980 2.362 -1.072 -0.281 0.297 0.000
H -0.412 0.739 1.923 0.212 -0.249 0.117 0.000
H 4.240 3.697 -1.905 -0.487 -0.281 -0.068 -0.001
H -4.149 3.161 3.533 0.315 -0.097 0.484 0.000
H -4.505 -3.520 2.237 0.872 0.366 -0.347 0.000
H -0.175 -1.511 -3.331 -0.171 -0.048 0.088 0.001
H 4.466 -0.067 1.219 -1.302 0.558 0.266 0.000
H 1.258 -3.148 0.406 0.284 -0.164 -0.404 0.000
H 1.686 0.439 -2.882 -0.301 0.067 -0.006 0.000
H -4.348 -3.375 -0.255 0.222 0.037 0.285 0.000
```
Positions in Å, forces in eV/Å.

Properties
**F_max**: 5.89 eV/A
**E_HOMO (alpha / beta)**: -0.3919 / -0.4072 Ha
**Spin multiplicity**: 3
**LUMO level (alpha / beta)**: -4.39 / -4.58 eV
**Total charge**: +1

[6]
C5H14N2O as an isolated structure. Source: the OMol25 dataset; level of theory: ωB97M-V with the def2-TZVPD basis set.

```
22
Properties=species:S:1:pos:R:3:forces:R:3:lowdin_charge:R:1
O 1.667 -1.631 -0.515 -0.165 0.361 -1.477 -0.007
N 0.261 0.279 -0.317 1.504 1.168 0.067 -0.237
N -0.038 -1.872 0.992 -1.494 -0.580 0.130 0.090
C 0.500 0.285 -1.779 -0.367 -0.147 0.081 -0.068
C -2.064 0.459 1.325 0.745 0.358 -0.729 -0.163
C -1.639 0.427 -0.041 -1.436 -1.380 -0.463 -0.179
C 0.844 -0.953 0.393 1.118 -0.380 0.799 -0.455
C 0.912 1.482 0.254 -0.025 -0.557 0.032 -0.059
H -1.297 0.565 2.087 -0.231 -0.882 0.290 0.006
H 2.381 -2.201 -0.218 -0.328 0.282 0.894 0.113
H 0.606 1.547 1.297 -0.031 0.283 0.000 0.083
H 1.998 1.389 0.197 0.052 0.010 0.032 0.095
H -0.229 -2.702 0.443 0.105 0.281 -0.301 0.089
H -2.104 1.136 -0.732 -0.024 0.628 0.065 0.073
H -0.930 -1.472 1.313 0.305 0.071 0.081 0.045
H -2.958 1.045 1.521 0.491 0.701 -0.064 0.000
H 0.027 1.163 -2.216 -0.174 0.074 0.191 0.092
H 0.611 2.367 -0.303 -0.176 -0.041 0.107 0.096
H 0.048 -0.598 -2.226 0.126 -0.047 -0.020 0.095
H 1.561 0.338 -2.026 -0.051 -0.256 0.131 0.093
H 1.457 -0.598 1.235 -0.064 0.694 -0.430 0.144
H -1.614 -0.458 -0.682 0.120 -0.640 0.583 0.055
```
Positions in Å, forces in eV/Å.

Properties
**F_max**: 2.04 eV/A
**E_HOMO**: -0.2260 Ha
**Spin multiplicity**: 1
**LUMO level**: 0.55 eV